Formula: C13H27ClIN2OP2Pd
Source: the OMol25 dataset
Level of theory: ωB97M-V/def2-TZVPD

Properties
Total energy (eV): -61597.6177
2S+1: 5
ΔE to the lowest compared entry with this formula, charge and spin (kcal per mole): 0.0
HOMO-LUMO gap (spin up / spin down) (Ha): 0.2392 / 0.1643
LUMO (spin up / spin down) (eV): -10.563 / -13.697
Charge: +3

Element x y z (Å)
C (-2.04349, 1.00839, -2.01165)
C (-1.86371, 0.15924, -0.78940)
H (-3.02426, 0.78658, -2.47053)
H (-1.25991, 0.80869, -2.74442)
H (-2.01628, 2.08987, -1.79048)
O (-2.79842, -0.39172, -0.22048)
I (2.55046, 0.38234, 1.57768)
Pd (0.03625, -0.32089, 0.00896)
P (-0.81236, 1.45345, 1.56871)
C (-1.54326, 0.73417, 3.07884)
C (0.37567, 2.69498, 2.20557)
H (-0.17384, 3.45964, 2.76311)
H (-2.46162, 3.17188, 1.88487)
H (0.90499, 3.13194, 1.35476)
H (-1.84541, 3.16565, 0.20669)
H (-0.75120, 0.25959, 3.67218)
H (1.10025, 2.18394, 2.85400)
C (-2.18359, 2.53751, 1.03613)
H (-2.01258, 1.54519, 3.66163)
H (-3.04010, 1.93083, 0.72506)
H (-2.30519, 0.00262, 2.81780)
P (1.15364, -1.41128, -1.67074)
C (1.24370, -3.19683, -1.33899)
C (0.36842, -1.27488, -3.30805)
H (2.89234, 0.21949, -2.02844)
H (3.25274, -1.35310, -2.84424)
H (3.46940, -1.15814, -1.05276)
C (2.87574, -0.87304, -1.93072)
H (0.41950, -0.23240, -3.64683)
H (0.90871, -1.92276, -4.00829)
H (1.87200, -3.66979, -2.11549)
H (0.23370, -3.62490, -1.34739)
H (-0.68229, -1.58470, -3.23532)
H (1.69055, -3.35259, -0.35486)
Cl (0.72127, 1.75735, -1.08972)
N (-1.46341, -5.35285, 3.46007)
C (-1.19144, -4.22969, 2.75012)
C (-0.30778, -3.25627, 3.25123)
C (0.00587, -2.19408, 2.43597)
N (-0.51953, -2.01935, 1.21830)
C (-1.42618, -2.91288, 0.76272)
C (-1.76408, -4.05184, 1.46805)
H (-1.05910, -5.50584, 4.35758)
H (-2.07779, -6.07867, 3.12458)
H (0.15359, -3.38502, 4.22513)
H (0.73199, -1.45741, 2.74232)
H (-1.86507, -2.69088, -0.20868)
H (-2.46068, -4.78625, 1.04420)